Version i
{
  "formula": "C9H12N3",
  "method": "ωB97M-V with the def2-TZVPD basis set",
  "lumo_energy_ev": -5.2,
  "charge": 1,
  "species": ["C", "C", "C", "C", "C", "C", "C", "C", "C", "N", "N", "N", "H", "H", "H", "H", "H", "H", "H", "H", "H", "H", "H", "H"],
  "xyz": [[-4.2272, 0.1194, 0.0595], [-3.6293, -1.1079, 0.3199], [-3.3960, 1.2069, -0.0967], [-2.3052, -1.2325, 0.2684], [-2.0109, 1.1252, -0.0842], [-1.4727, -0.0992, 0.0232], [0.7650, -0.3524, -0.6905], [2.2523, -0.5452, -0.5093], [4.3360, 0.2440, 0.2306], [2.4082, 1.4329, 0.7934], [-0.0872, 0.0121, 0.2285], [2.9726, 0.4686, 0.2758], [-5.3580, 0.0103, 0.1112], [-4.2760, -1.9215, 0.6162], [-3.7232, 2.2098, -0.3446], [-1.8311, -2.1695, 0.5586], [-1.4549, 1.9672, -0.0526], [0.2929, -0.8868, -1.4884], [1.0867, 1.3504, 0.5938], [2.2470, -1.4363, 0.2118], [2.8032, -1.0027, -1.3955], [4.6515, -0.0523, -0.7794], [4.9037, -0.5152, 0.7823], [5.0528, 1.1746, 0.3681]],
  "lowdin_charge": [-0.06, -0.10, -0.06, -0.02, -0.04, -0.28, -0.07, -0.08, -0.05, 0.27, 0.06, -0.26, 0.14, 0.12, 0.11, 0.12, 0.08, 0.13, 0.25, 0.18, 0.16, 0.11, 0.13, 0.16]
}


Version ii
{
  "formula": "C9H12N3",
  "method": "ωB97M-V with the def2-TZVPD basis set",
  "lumo_energy_ev": -3.4,
  "charge": 1,
  "smiles": "C[C@H]1CC#CN2C(=[NH+]1)C=CN2C",
  "species": ["C", "C", "C", "C", "C", "N", "C", "N", "C", "C", "N", "C", "H", "H", "H", "H", "H", "H", "H", "H", "H", "H", "H", "H"],
  "xyz": [[3.1849, 0.3546, -0.8968], [1.7742, -0.0786, -0.7148], [1.7639, -1.6393, -0.4844], [0.4333, -1.9025, -0.0328], [-0.6822, -1.4436, 0.0717], [-1.1405, -0.2276, 0.4029], [-0.2440, 0.8105, 0.4109], [1.0790, 0.6971, 0.2696], [-1.0163, 1.9558, 0.5912], [-2.3477, 1.5762, 0.7256], [-2.3498, 0.2342, 0.6601], [-3.5221, -0.6524, 0.5173], [3.7810, 0.0020, -0.1054], [3.3843, 1.4523, -0.8726], [3.6711, -0.1761, -1.7601], [1.1779, -0.0395, -1.5934], [2.3963, -1.8803, 0.2945], [2.0412, -2.2350, -1.3674], [1.7636, 1.3155, 0.7969], [-0.4153, 2.8533, 0.8276], [-3.3271, 1.9782, 0.9061], [-4.5424, -0.4923, 0.9679], [-3.5874, -0.7995, -0.5447], [-3.2760, -1.6628, 0.9302]],
  "lowdin_charge": [-0.04, -0.36, -0.11, 0.07, 0.03, 0.01, -0.22, 0.11, 0.05, 0.03, -0.10, 0.03, 0.07, 0.11, 0.12, 0.14, 0.10, 0.15, 0.20, 0.14, 0.15, 0.13, 0.09, 0.11]
}


Most stable = version ii


Version i
{
  "formula": "C2H9NS",
  "method": "ωB97M-V with the def2-TZVPD basis set",
  "lumo_energy_ev": 0.9,
  "charge": 0,
  "smiles": "CNC.S",
  "species": ["C", "N", "C", "H", "H", "H", "H", "H", "H", "H", "S", "H", "H"],
  "xyz": [[0.1510, 1.0128, -0.8816], [0.0978, -0.3769, -0.4019], [1.2367, -0.6798, 0.4522], [-0.7737, 1.3414, -1.3525], [0.3010, 1.6331, 0.0060], [0.9953, 1.1882, -1.5586], [0.0671, -0.9819, -1.2127], [2.1223, -0.0906, 0.1783], [1.5050, -1.7319, 0.4144], [0.9924, -0.4270, 1.4863], [-2.8740, -0.4089, 0.7784], [-1.6204, -0.1154, 0.1548], [-2.2005, -0.3631, 1.9369]],
  "lowdin_charge": [-0.15, -0.24, -0.13, 0.07, 0.08, 0.08, 0.11, 0.08, 0.08, 0.08, 0.40, -0.21, -0.24]
}


Version ii
{
  "formula": "C2H9NS",
  "method": "ωB97M-V with the def2-TZVPD basis set",
  "lumo_energy_ev": 0.5,
  "charge": 0,
  "smiles": "CCS.N",
  "species": ["C", "C", "S", "H", "H", "H", "H", "H", "H", "N", "H", "H", "H"],
  "xyz": [[-1.6797, -0.5923, -0.9339], [-0.8601, -1.5582, -0.1226], [0.8415, -0.5715, 0.3833], [-1.1246, -0.3170, -1.8306], [-1.8149, 0.2956, -0.3168], [-2.6446, -1.0289, -1.2149], [-0.4649, -2.4402, -0.6296], [-1.3418, -1.8454, 0.8131], [1.0046, 0.8833, 0.7537], [0.8345, 2.6708, 0.2527], [0.4191, 2.2946, 1.1028], [1.7981, 2.3214, 0.2884], [0.5338, 2.0319, -0.4891]],
  "lowdin_charge": [-0.21, -0.45, 0.52, 0.07, 0.06, 0.07, 0.06, 0.05, -0.15, -0.02, 0.00, 0.02, -0.01]
}


Most stable = version i


Version i
{
  "formula": "C2H9NS",
  "method": "ωB97M-V with the def2-TZVPD basis set",
  "lumo_energy_ev": -0.2,
  "charge": 0,
  "species": ["S", "H", "C", "C", "N", "H", "H", "H", "H", "H", "H", "H", "H"],
  "xyz": [[-3.1911, 1.5682, -0.4099], [-3.8320, 2.4045, 0.4077], [1.4587, -1.2451, -0.3345], [0.2316, -0.6388, 0.3759], [0.0445, 0.7953, -0.0029], [1.4436, -2.2917, -0.6528], [1.7272, -0.8537, -1.3403], [2.3045, -1.0051, 0.3295], [-0.5670, -1.3628, 0.5753], [0.4421, -0.7551, 1.4858], [0.6097, 1.0581, -0.8421], [0.2685, 1.4734, 0.7316], [-0.9403, 0.8528, -0.3235]],
  "lowdin_charge": [-0.17, -0.44, -0.10, -0.22, 0.15, 0.08, 0.08, 0.08, 0.13, 0.13, 0.17, 0.16, -0.04]
}


Version ii
{
  "formula": "C2H9NS",
  "method": "ωB97M-V with the def2-TZVPD basis set",
  "lumo_energy_ev": 0.4,
  "charge": 0,
  "species": ["C", "N", "H", "H", "H", "H", "H", "H", "C", "S", "H", "H", "H"],
  "xyz": [[0.7800, -1.3911, 0.5081], [-0.5388, -1.2213, -0.1924], [0.6505, -1.0175, 1.5188], [1.0427, -2.4418, 0.4917], [1.5111, -0.7668, 0.0058], [-0.9644, -0.0840, -0.4701], [-1.2410, -1.6147, 0.4214], [-0.5647, -1.7755, -1.0337], [-0.0178, 2.1025, -0.1945], [-1.6441, 1.4324, -0.7174], [0.4198, 1.6489, 0.6970], [0.6661, 1.9584, -1.0317], [-0.0995, 3.1704, -0.0031]],
  "lowdin_charge": [-0.08, -0.03, 0.08, 0.08, 0.08, -0.12, 0.11, 0.11, -0.59, 0.34, 0.00, 0.00, 0.00]
}


Most stable = version ii


Version i
{
  "formula": "CN2O2S",
  "method": "ωB97M-V with the def2-TZVPD basis set",
  "lumo_energy_ev": -2.2,
  "charge": 0,
  "smiles": "N#CS[N+](=O)[O-]",
  "species": ["N", "C", "S", "N", "O", "O"],
  "xyz": [[0.3428, -2.9374, 0.6889], [0.0905, -1.7908, 0.6647], [-0.4122, 0.2947, 1.0441], [0.0046, 1.2951, -0.5110], [-0.2394, 2.4522, -0.3741], [0.2137, 0.6862, -1.5126]],
  "lowdin_charge": [0.03, -0.35, 0.89, -0.67, 0.05, 0.06]
}


Version ii
{
  "formula": "CN2O2S",
  "method": "ωB97M-V with the def2-TZVPD basis set",
  "lumo_energy_ev": [-4.3, -4.5],
  "charge": 0,
  "smiles": "N#CN=S(=O)=O",
  "species": ["N", "C", "N", "S", "O", "O"],
  "xyz": [[-2.2105, 0.2591, -0.6298], [-1.4074, 0.2730, 0.1792], [-0.4367, 0.4774, 0.8440], [1.2153, -0.4600, 0.2961], [1.9634, 0.8023, 0.0800], [0.8759, -1.3518, -0.7697]],
  "lowdin_charge": [0.29, -0.46, 0.08, 0.85, -0.38, -0.37]
}


Most stable = version ii


Version i
{
  "formula": "C14H21N7",
  "method": "ωB97M-V with the def2-TZVPD basis set",
  "lumo_energy_ev": [2.3, 2.3],
  "charge": -1,
  "multiplicity": 2,
  "s2": 0.750,
  "species": ["C", "C", "N", "H", "H", "H", "C", "C", "N", "H", "H", "H", "C", "C", "N", "H", "H", "H", "C", "C", "N", "H", "H", "H", "C", "C", "N", "H", "H", "H", "C", "C", "N", "H", "H", "H", "C", "C", "N", "H", "H", "H"],
  "xyz": [[0.0930, 5.8302, 0.1066], [-0.1624, 7.2572, 0.4954], [-0.4868, 8.3757, 0.7870], [1.0242, 5.6829, -0.4404], [-0.6367, 5.4404, -0.6031], [0.2072, 5.2285, 1.0083], [-3.3095, -1.4135, 3.5492], [-3.2430, 0.0544, 3.9391], [-3.0778, 1.2273, 4.2082], [-3.8225, -2.1267, 4.1944], [-2.2847, -1.7766, 3.4707], [-3.8567, -1.5459, 2.6159], [0.1129, -0.1676, 1.3375], [-0.0644, 1.2802, 0.9655], [-0.2620, 2.3728, 0.7217], [-0.0860, -0.1180, 2.4080], [1.0243, -0.5895, 0.9138], [-0.6791, -0.7753, 0.8998], [-0.3807, -0.7968, -1.9353], [-0.8513, -1.7624, -2.9606], [-1.2575, -2.4538, -3.8305], [0.2234, -0.0319, -2.4233], [0.4143, -1.2723, -1.3608], [-1.1082, -0.4268, -1.2128], [0.6781, 3.1844, -2.6782], [0.3147, 3.1435, -4.1466], [0.0314, 3.1713, -5.3372], [1.5649, 3.8161, -2.6267], [1.0926, 2.2102, -2.4186], [-0.1173, 3.5379, -2.0221], [4.5492, -3.7244, 0.8111], [3.4440, -3.0669, 0.0952], [2.5425, -2.5613, -0.4092], [4.9979, -4.3937, 0.0770], [4.1535, -4.3849, 1.5826], [5.1716, -2.9849, 1.3149], [-0.6301, -4.6055, -0.3350], [-1.5657, -3.5244, 0.0041], [-2.3410, -2.7315, 0.3042], [0.1573, -4.1255, -0.9161], [-1.0944, -5.4604, -0.8265], [-0.4789, -4.9924, 0.6727]],
  "lowdin_charge": [-0.10, -0.24, 0.09, 0.07, 0.07, 0.06, -0.11, -0.24, 0.09, 0.07, 0.05, 0.06, -0.10, -0.28, 0.13, 0.07, 0.05, 0.03, -0.09, -0.26, 0.11, 0.06, 0.03, 0.06, -0.09, -0.23, 0.09, 0.07, 0.06, 0.05, -0.32, -0.44, 0.12, 0.05, 0.02, 0.05, -0.11, -0.31, 0.13, 0.06, 0.08, 0.05]
}


Version ii
{
  "formula": "C14H21N7",
  "method": "ωB97M-V with the def2-TZVPD basis set",
  "lumo_energy_ev": [2.2, 2.1],
  "charge": -1,
  "multiplicity": 2,
  "s2": 0.750,
  "species": ["C", "C", "N", "H", "H", "H", "C", "C", "N", "H", "H", "H", "C", "C", "N", "H", "H", "H", "C", "C", "N", "H", "H", "H", "C", "C", "N", "H", "H", "H", "C", "C", "N", "H", "H", "H", "C", "C", "N", "H", "H", "H"],
  "xyz": [[-0.8519, 11.0007, 8.6409], [-0.6863, 9.9137, 9.7320], [-0.5917, 9.1337, 10.5837], [-1.9336, 10.9837, 8.5072], [-0.2417, 10.7962, 7.7612], [-0.5453, 11.9863, 8.9912], [-7.0017, 8.5154, 8.7562], [-6.8864, 8.5900, 7.2794], [-6.8080, 8.5992, 6.1516], [-7.7673, 7.7911, 9.0346], [-7.1216, 9.4924, 9.2244], [-6.0115, 8.2387, 9.1181], [-2.0850, 8.5849, 0.2542], [-1.0674, 9.6470, -0.0678], [-0.3022, 10.4829, -0.3608], [-1.4944, 7.7656, 0.6643], [-2.5266, 8.0994, -0.6160], [-2.8408, 8.8640, 0.9883], [-6.2794, 6.2556, -0.3042], [-5.2766, 6.6482, 0.6758], [-4.4871, 6.9240, 1.4606], [-6.6494, 7.0552, -0.9460], [-7.0878, 5.8851, 0.3260], [-5.9592, 5.4371, -0.9490], [-2.1872, 12.3229, 6.0415], [-2.5837, 13.6449, 5.6154], [-2.9387, 14.6799, 5.3739], [-1.1001, 12.3067, 6.1196], [-2.5727, 11.5884, 5.3343], [-2.6915, 12.1542, 6.9929], [-1.7576, 5.4148, 3.0568], [-1.7065, 5.1024, 4.5263], [-1.7510, 4.7895, 5.6472], [-1.5111, 6.4738, 2.9806], [-2.6933, 5.1955, 2.5425], [-0.9954, 4.8062, 2.5702], [-3.7041, 8.5020, 4.3742], [-3.2375, 8.7553, 5.7061], [-2.9184, 8.9373, 6.7985], [-2.9548, 8.9408, 3.7154], [-4.6354, 9.0457, 4.2154], [-3.7445, 7.4528, 4.0817]],
  "lowdin_charge": [-0.09, -0.25, 0.10, 0.04, 0.07, 0.07, -0.07, -0.28, 0.14, 0.08, 0.07, 0.08, -0.18, -0.32, 0.08, 0.05, 0.04, 0.04, -0.26, -0.40, 0.15, 0.06, 0.06, 0.05, -0.09, -0.32, 0.13, 0.08, 0.07, 0.07, -0.14, -0.29, 0.10, 0.05, 0.04, 0.06, -0.11, -0.30, 0.14, 0.07, 0.07, 0.06]
}


Most stable = version ii